1.
Molecular formula: C5H8O
Method: DFT, ωB97M-V/def2-TZVPD

Values from the calculation:
* HOMO energy: -9.0 eV
* frontier orbital gap: 9.84 eV
* SMILES string: C=C/C=C\CO
* lowest unoccupied orbital energy: 0.0309 Ha
* spin multiplicity: 1

The geometry in XYZ format:
```
14
Properties=species:S:1:pos:R:3:forces:R:3
C -0.717 1.925 -0.036 -0.1 -0.1 -0.1
C -1.498 0.876 0.249 0.1 0.2 0.0
C -1.180 -0.554 0.114 0.1 -0.1 0.0
C 0.023 -1.122 -0.041 -0.1 0.1 0.0
C 1.338 -0.398 -0.084 -0.3 0.3 -0.1
O 2.477 -1.233 -0.064 0.0 -0.3 0.1
H 0.287 1.833 -0.436 -0.2 0.0 0.1
H -1.092 2.940 0.081 0.0 -0.2 0.0
H -2.508 1.088 0.603 0.2 -0.1 0.0
H -2.041 -1.218 0.156 0.1 0.1 0.0
H 0.064 -2.208 -0.154 0.0 0.2 0.0
H 1.387 0.205 -1.003 0.1 -0.1 0.1
H 1.375 0.308 0.764 0.1 -0.1 -0.2
H 2.199 -2.149 0.048 0.1 0.1 0.0
```
Forces are in eV/Å.

=====

2.
Molecular formula: C5H8O
Method: DFT, ωB97M-V/def2-TZVPD

Values from the calculation:
* HOMO energy: -8.1 eV
* frontier orbital gap: 8.88 eV
* lowest unoccupied orbital energy: 0.0283 Ha
* spin multiplicity: 1

The geometry in XYZ format:
```
14
Properties=species:S:1:pos:R:3:forces:R:3
O -0.628 -2.001 0.202 -0.1 -0.1 -0.1
C -0.749 -0.756 0.801 0.0 0.2 0.2
C 0.503 -0.113 1.223 0.2 -0.1 0.4
C 1.459 1.010 -0.782 -0.3 0.1 -0.2
C 0.230 0.447 -1.381 0.1 -0.1 -0.1
C -0.324 0.485 0.045 -0.2 0.3 -0.1
H -1.327 -2.084 -0.458 0.1 -0.1 0.1
H -1.625 -0.614 1.434 0.1 -0.1 -0.1
H 1.411 -0.659 0.995 -0.2 0.2 -0.1
H 0.536 0.469 2.137 -0.1 -0.1 -0.1
H 1.230 2.088 -0.619 0.1 -0.2 0.0
H 0.327 -0.575 -1.761 0.0 0.2 0.1
H -0.391 1.063 -2.044 0.1 -0.1 0.2
H -0.883 1.386 0.284 0.2 -0.2 0.0
```
Forces are in eV/Å.

=====

Record order is preserved below.
ΔE to the lowest compared entry with this formula, charge and spin: 169.6, 503.3 kJ/mol